(1)
The following is a quantum chemistry calculation of C21H37AsN3OsSSi3 as an isolated structure at a distorted geometry, from the Open Molecules 2025 dataset.

As for the energy above the lowest of the compared OMol25 structures with the same formula, charge and spin: 0.000 eV. As for the total charge: +3. As for the spin multiplicity: 5.

Each line ends with the Löwdin charge.
Positions of all 67 atoms, in Å:
Os 0.15944 1.42473 -1.41763  1.045
S -0.11234 2.09088 -3.73033  0.674
C -1.76235 2.04127 -3.14716  -0.735
C -2.89705 2.54779 -3.75341  -0.032
C -4.10000 2.41590 -3.08367  0.018
C -4.14687 1.78152 -1.83469  -0.017
C -2.98706 1.31081 -1.28446  -0.117
N -1.80702 1.43541 -1.93758  -0.250
H -2.82510 3.03906 -4.71402  0.134
H -5.00969 2.80096 -3.52650  0.138
H -5.08099 1.66144 -1.30536  0.127
H -2.95129 0.82043 -0.32183  0.097
C -3.06051 -2.66770 2.71696  -0.156
Si -2.60596 -4.18798 1.82631  0.892
C -1.47322 -5.40052 2.55421  -0.145
C -3.24977 -4.39402 0.14071  -0.148
As 0.02053 -0.42139 0.03533  0.733
Si 1.04353 -0.07203 2.25849  0.332
C 1.03983 -1.74831 3.05099  -0.201
C 2.71247 0.67470 1.97901  -0.191
C -0.20161 1.08324 3.01945  -0.214
Si 0.94151 -2.13595 -1.49139  0.321
C 1.36446 -3.66222 -0.52582  -0.189
C 2.37318 -1.30682 -2.33637  -0.218
C -0.47973 -2.31859 -2.68454  -0.213
H -4.14958 -2.56207 2.75248  0.068
H -2.66107 -1.79766 2.18433  0.035
H -2.68317 -2.66437 3.73976  0.056
H -2.02874 -6.30560 2.83287  0.077
H -0.98851 -5.01398 3.45067  0.056
H -0.71505 -5.70666 1.82792  0.058
H -4.34422 -4.36456 0.14140  0.070
H -2.93181 -5.33460 -0.30924  0.062
H -2.90540 -3.56291 -0.48443  0.040
H 1.46087 -2.51953 2.40714  0.011
H 0.02738 -2.03778 3.34083  0.018
H 1.64956 -1.71516 3.95864  0.060
H 3.18413 0.31780 1.06212  0.026
H 3.36620 0.41421 2.81603  0.058
H 2.63700 1.76284 1.93337  0.033
H -0.96555 0.54299 3.58100  0.037
H -0.70443 1.68569 2.26194  0.001
H 0.29357 1.76865 3.71241  0.055
H 1.48253 -3.47399 0.53961  0.000
H 2.31219 -4.06734 -0.88986  0.056
H 0.60621 -4.43512 -0.66788  0.035
H 3.20214 -1.09175 -1.65889  0.042
H 2.04266 -0.37979 -2.81416  -0.007
H 2.74677 -1.96590 -3.12578  0.063
H -1.22420 -3.04518 -2.35383  0.024
H -0.11377 -2.65025 -3.66024  0.057
H -0.98210 -1.36062 -2.83433  0.004
N 3.84487 3.39988 -1.53733  0.179
C 3.18571 2.27067 -1.77578  -0.121
N 2.05523 2.20445 -1.08382  -0.135
C 1.97985 3.41417 -0.35434  -0.261
C 0.99291 3.89149 0.50829  -0.047
C 1.17750 5.15438 1.03374  -0.038
C 2.33158 5.90329 0.74736  -0.028
C 3.32224 5.42467 -0.08458  0.034
C 3.10980 4.16967 -0.64237  -0.163
H 4.72367 3.65644 -1.96455  0.192
H 3.54618 1.50603 -2.44562  0.145
H 0.12169 3.29818 0.76803  0.077
H 0.43113 5.57537 1.69359  0.123
H 2.44238 6.88274 1.19161  0.127
H 4.21726 5.99856 -0.28482  0.134

=====

(2)
The following is a quantum chemistry calculation of a 4-piece molecular cluster, C21H37ClNO15P3 overall at a distorted geometry, from the Open Molecules 2025 dataset.

The SMILES is C[C@H](Cl)CC1=C(c2ccccn2)C(=O)OC1=O.COP(=O)(OC)OC.COP(=O)(OC)OC.COP(=O)(OC)OC. As for the calculated total energy: -3490.067629 Ha. As for the total charge: 0. As for the spin multiplicity: 1.

Each line ends with the Löwdin charge.
Positions of all 78 atoms, in Å:
C -0.73365 -4.90447 4.07295  -0.108
C -1.28637 -4.26463 2.79317  -0.682
Cl -0.20238 -4.77692 1.42215  0.603
C -1.26186 -2.73922 2.79958  -0.159
C -2.37727 -2.11172 3.56639  -0.037
C -3.69878 -2.37468 3.62960  -0.004
C -4.40880 -3.49454 2.90035  -0.250
C -4.70037 -4.61231 3.66689  -0.014
C -5.30699 -5.69335 3.02352  -0.039
C -5.54691 -5.51812 1.67378  -0.067
C -5.25202 -4.34399 0.99854  -0.113
N -4.67904 -3.31213 1.61050  0.147
C -4.33734 -1.38724 4.53375  -0.401
O -5.48546 -1.27383 4.79731  0.193
O -3.38787 -0.53027 5.03544  0.166
C -2.19578 -0.95301 4.50714  -0.401
O -1.16950 -0.44967 4.81957  0.181
H -0.04355 -4.25178 4.60295  0.084
H -1.56686 -5.21084 4.70974  0.074
H -0.22406 -5.82130 3.78559  0.058
H -2.25091 -4.70136 2.56048  0.074
H -1.24813 -2.32914 1.78835  0.124
H -0.33211 -2.43573 3.28664  0.123
H -4.44171 -4.66041 4.71554  0.125
H -5.55349 -6.60709 3.54310  0.111
H -5.98826 -6.33466 1.11282  0.106
H -5.47420 -4.28343 -0.05931  0.112
C -5.26220 -0.44647 -2.77748  -0.105
O -4.70205 0.31111 -1.69916  -0.257
P -3.09646 0.66322 -1.77546  0.539
O -2.54960 -0.65813 -2.18667  -0.257
O -2.98759 0.96619 -0.19198  -0.252
C -3.84342 0.34705 0.76423  -0.096
O -1.75268 1.58138 -2.06020  -0.229
C -1.93708 3.00490 -2.23735  -0.106
H -6.34558 -0.41086 -2.67417  0.087
H -4.98126 -0.03345 -3.74390  0.085
H -4.93582 -1.48175 -2.71012  0.085
H -3.93755 -0.72967 0.62256  0.077
H -4.81121 0.84405 0.74039  0.089
H -3.42142 0.51080 1.75795  0.081
H -2.39144 3.44869 -1.34868  0.083
H -2.56102 3.20597 -3.10966  0.080
H -0.95937 3.45237 -2.39324  0.086
C -0.30495 2.22832 1.43176  -0.091
O 1.10102 2.29732 1.14951  -0.239
P 1.86957 3.68832 1.51781  0.500
O 0.96020 4.74195 1.00379  -0.256
O 3.12059 3.37771 0.54425  -0.239
C 2.98215 2.63494 -0.66620  -0.091
O 2.83726 4.54894 2.52927  -0.223
C 3.54347 3.81446 3.55140  -0.107
H -0.61615 1.19167 1.32010  0.083
H -0.52097 2.55963 2.44592  0.089
H -0.85910 2.83184 0.71797  0.075
H 2.13366 2.96856 -1.26333  0.088
H 2.90495 1.57457 -0.43771  0.090
H 3.89253 2.78106 -1.24525  0.076
H 4.20025 3.06613 3.10216  0.085
H 2.84198 3.32805 4.23092  0.082
H 4.14566 4.52142 4.11550  0.085
C 8.69206 1.40606 -4.19474  -0.100
O 7.62051 1.73433 -5.09071  -0.250
P 6.09642 1.63950 -4.50304  0.498
O 6.07603 0.34918 -3.77452  -0.247
O 5.42343 1.54487 -5.96973  -0.240
C 6.07947 0.92090 -7.06921  -0.105
O 4.75753 2.38559 -3.90876  -0.230
C 4.76334 3.82687 -4.06421  -0.107
H 9.62183 1.71412 -4.66937  0.087
H 8.58815 1.92231 -3.24281  0.085
H 8.72066 0.33130 -4.03068  0.089
H 6.50249 -0.04430 -6.79283  0.092
H 6.84741 1.57892 -7.47187  0.082
H 5.32939 0.76245 -7.84224  0.088
H 4.82830 4.09080 -5.12212  0.084
H 5.60874 4.25535 -3.52303  0.084
H 3.84152 4.22737 -3.65160  0.084

=====

(3)
The following is a quantum chemistry calculation of C21H37N3O3PRuS2Si3 as an isolated structure at a distorted geometry, from the Open Molecules 2025 dataset.

As for the calculated total energy: -3313.204950 Ha. As for the total charge: +1. As for the spin multiplicity: 5.

Each line ends with the Löwdin charge.
Positions of all 71 atoms, in Å:
Ru 8.58023 8.86594 11.17368  0.719
C 11.46143 8.04193 14.00500  -0.164
Si 9.91164 8.87715 14.59683  0.392
C 9.28891 8.23090 16.28845  -0.166
C 10.46592 10.60061 15.14901  -0.189
C 8.54525 8.72710 13.29896  -0.556
Si 7.04197 9.80453 13.86785  0.453
C 7.56758 11.62877 14.21921  -0.195
C 6.26368 9.28698 15.56270  -0.169
C 5.53845 10.14551 12.72171  -0.202
Si 8.25220 6.81689 13.01659  0.495
C 7.82534 5.65989 14.54598  -0.147
C 9.59216 5.86537 12.09270  -0.189
C 6.68423 6.81501 11.93874  -0.303
C 5.71435 5.85986 11.89060  -0.053
C 4.57838 5.97894 11.06870  -0.009
C 4.47442 7.12230 10.27932  -0.044
C 5.50247 8.03147 10.26322  -0.114
N 6.64111 7.90960 11.06688  -0.108
H 12.08010 7.96081 14.94865  0.069
H 11.95102 8.72856 13.31363  0.014
H 11.32015 7.07768 13.52272  0.007
H 10.07927 7.57482 16.70209  0.051
H 8.38359 7.61361 16.23278  -0.004
H 9.11438 9.11513 16.88268  0.023
H 11.53029 10.47702 15.51414  0.067
H 9.83786 11.01366 15.98564  0.046
H 10.45808 11.41490 14.48300  -0.018
H 7.89733 11.80968 15.28721  0.044
H 6.64279 12.28447 14.06714  0.057
H 8.32976 11.95078 13.47881  0.018
H 5.53343 8.41293 15.51614  0.059
H 5.68998 10.14732 15.94312  0.042
H 6.94225 9.09219 16.36248  -0.016
H 5.84424 10.75469 11.81176  0.019
H 4.92333 10.74574 13.37574  0.023
H 4.94434 9.21610 12.48513  0.036
H 8.72230 5.24598 15.02396  0.041
H 7.28108 4.79104 14.17509  0.021
H 7.23715 6.20674 15.30003  0.023
H 10.36573 6.49312 11.69776  -0.019
H 9.16573 5.30636 11.22833  0.057
H 10.14392 5.24815 12.79060  0.038
H 5.78727 5.03259 12.59481  0.106
H 3.92098 5.11452 10.91410  0.129
H 3.52391 7.33855 9.73556  0.139
H 5.46517 8.92563 9.64977  0.115
S 8.87865 7.81975 9.00046  0.761
C 7.89673 8.94585 8.18832  -0.700
C 7.19071 8.65122 6.95812  -0.211
N 6.57262 8.25533 6.02930  0.208
C 7.87787 10.28742 8.62168  -0.617
S 8.19239 10.82224 10.26458  0.728
C 7.83273 11.39577 7.71299  -0.226
N 8.14477 12.32017 7.01939  0.204
C 12.22297 11.62804 12.30488  -0.014
O 10.92680 11.17352 11.76868  -0.334
P 10.65347 10.14885 10.62430  0.509
O 10.87720 10.83918 9.16679  -0.315
C 10.86345 12.37209 9.16816  -0.030
O 11.91218 9.24750 10.84397  -0.326
C 12.46115 8.20263 9.98881  -0.026
H 13.08014 11.23678 11.77711  0.092
H 12.20321 11.30482 13.35378  0.069
H 12.15467 12.73450 12.23847  0.113
H 10.34637 12.64567 8.23852  0.072
H 11.89888 12.70241 9.07556  0.097
H 10.35968 12.79409 10.01374  0.062
H 13.16770 7.62489 10.59191  0.108
H 12.83766 8.74261 9.15035  0.087
H 11.61014 7.56654 9.71618  0.047

=====

(4)
The following is a quantum chemistry calculation of C21H38AuNO6S2Si4Te as an isolated structure, from the Open Molecules 2025 dataset.

As for the energy above the lowest of the compared OMol25 structures with the same formula, charge and spin: 0.000 eV. As for the total charge: 0. As for the spin multiplicity: 3.

Each line ends with the Löwdin charge.
Positions of all 74 atoms, in Å:
Au 0.23468 1.67588 1.32512  0.750
O 2.77078 2.34637 2.77380  -0.319
S 2.45281 1.06193 3.33150  0.491
O 2.64402 0.86868 4.74122  -0.297
O 1.00802 0.65039 2.98946  -0.502
C 3.39651 -0.23488 2.50724  -0.230
C 3.62656 -1.32908 3.33429  -0.077
C 4.22070 -2.48614 2.85875  -0.071
C 4.59691 -2.55833 1.53175  -0.069
C 4.39527 -1.46692 0.70164  -0.071
C 3.79690 -0.29608 1.16126  -0.208
S 3.83617 1.02056 -0.08182  0.429
O 4.96348 1.83801 0.25246  -0.268
O 3.87399 0.31930 -1.35272  -0.374
O 2.53624 1.75556 0.02225  -0.646
H 3.32154 -1.25385 4.36854  0.112
H 4.38579 -3.32049 3.52791  0.108
H 5.06436 -3.45196 1.13723  0.108
H 4.71329 -1.50021 -0.32985  0.105
C 0.77272 -2.54975 1.86718  -0.194
Si -0.92538 -2.32448 1.13645  0.348
C -2.01720 -1.33886 2.29717  -0.211
C -1.73131 -3.99004 0.79274  -0.213
Si -0.82108 -1.30938 -0.98336  0.181
Te 0.54895 0.82482 -1.16156  1.038
Si -2.91172 -0.42345 -1.57308  0.308
C -4.20153 -1.76054 -1.30906  -0.214
C -3.29226 1.03184 -0.44974  -0.215
C -2.94080 0.14082 -3.36018  -0.219
Si 0.28767 -2.59162 -2.63071  0.319
C -0.68100 -4.16689 -2.94284  -0.210
C 2.00414 -2.95949 -1.99400  -0.205
C 0.41313 -1.58649 -4.20542  -0.217
H 0.73925 -3.24991 2.70670  0.051
H 1.14816 -1.59818 2.24683  0.003
H 1.49053 -2.93124 1.13912  0.020
H -2.04570 -1.83268 3.27200  0.041
H -3.04203 -1.26093 1.92833  0.018
H -1.62676 -0.32923 2.45584  0.001
H -2.15417 -4.40678 1.71000  0.036
H -0.98679 -4.69616 0.41827  0.025
H -2.53506 -3.92926 0.05649  0.013
H -4.24839 -2.06858 -0.26266  0.021
H -3.98053 -2.64752 -1.90699  0.027
H -5.19210 -1.39930 -1.59703  0.036
H -3.24073 0.75678 0.60551  0.018
H -4.30235 1.39553 -0.65832  0.038
H -2.59945 1.86089 -0.60975  -0.011
H -2.89913 -0.71336 -4.03923  0.026
H -2.09588 0.79328 -3.59201  0.021
H -3.86017 0.69240 -3.57233  0.034
H -0.77530 -4.77032 -2.03874  0.015
H -0.16798 -4.76763 -3.69835  0.034
H -1.68690 -3.95411 -3.31134  0.026
H 1.98801 -3.52672 -1.06222  0.022
H 2.55313 -2.03002 -1.81257  0.016
H 2.56544 -3.53993 -2.73146  0.041
H -0.56191 -1.26313 -4.57541  0.015
H 0.89318 -2.17816 -4.98914  0.037
H 1.03044 -0.69869 -4.04519  0.018
C -1.48532 7.77810 0.31170  -0.032
C -1.17513 6.32387 0.49791  -0.246
C -0.85458 5.79700 1.74198  0.000
C -0.55852 4.45450 1.86403  -0.097
N -0.56980 3.61777 0.81781  -0.075
C -0.86802 4.11577 -0.38607  -0.142
C -1.17764 5.44388 -0.58042  -0.003
H -1.59749 8.28606 1.26719  0.081
H -2.40188 7.90798 -0.26373  0.089
H -0.67921 8.26447 -0.23998  0.095
H -0.82638 6.42537 2.62152  0.122
H -0.29146 4.02942 2.82270  0.118
H -0.85091 3.42335 -1.21653  0.052
H -1.41284 5.79022 -1.57812  0.124

=====

Q: Number 3 is which compound?
A: C21H37N3O3PRuS2Si3

=====

Q: The highest total charge belongs to which entry?
A: C21H37AsN3OsSSi3

=====

Q: Which of these has the highest total charge?
A: C21H37AsN3OsSSi3